The following is a DFT calculation (ωB97M-V/def2-TZVPD) of a structure of composition C19H33Cl2CoN2O3S at a distorted geometry.

Values from the calculation:
Spin multiplicity = 4
Maximum force = 4.08 eV/A
E_LUMO (spin up / spin down) = 2.178 / 2.190 eV
<S²> = 3.7637
Charge = -1
Relative energy (zero: lowest compared OMol25 entry of this formula, charge and spin) = 160.5 kJ/mol

Each line ends with the Mulliken spin population.
Geometry (Å):
1 O 0.98 2.09 -2.12  0.02
2 C 1.30 1.83 -3.29  -0.01
3 C 1.86 2.82 -4.24  0.00
4 C 2.43 4.01 -3.75  0.00
5 H 2.41 4.21 -2.68  0.00
6 C 3.03 4.92 -4.62  0.00
7 H 3.52 5.81 -4.22  0.00
8 C 3.05 4.68 -6.01  0.00
9 H 3.57 5.37 -6.69  0.00
10 C 2.47 3.50 -6.52  0.00
11 H 2.51 3.28 -7.59  0.00
12 C 1.91 2.57 -5.63  0.00
13 H 1.50 1.61 -5.98  0.00
14 H 1.17 0.79 -3.67  0.00
15 C -1.99 1.23 -2.08  0.00
16 C -1.40 0.42 -0.98  0.19
17 H -3.04 0.96 -2.20  -0.01
18 H -1.42 1.11 -3.02  0.01
19 H -1.92 2.30 -1.81  0.00
20 C -2.00 -0.49 -0.22  -0.08
21 C -3.49 -0.80 -0.16  0.02
22 H -1.44 -1.09 0.49  0.00
23 H -4.03 -0.37 -1.01  0.00
24 H -3.98 -0.42 0.75  0.00
25 H -3.64 -1.88 -0.15  0.00
26 Co 0.60 0.92 -0.47  2.65
27 Cl 0.33 2.94 0.41  0.08
28 Cl 1.92 -0.78 -0.99  0.06
29 C -2.29 0.55 3.29  0.00
30 O -1.57 -0.32 2.79  0.00
31 N -2.96 0.40 4.47  0.00
32 C -2.83 -0.82 5.25  0.00
33 C -3.87 1.41 5.00  0.00
34 H -2.45 1.55 2.81  0.00
35 H -2.15 -1.50 4.75  0.00
36 H -3.82 -1.27 5.37  0.00
37 H -2.46 -0.57 6.25  0.00
38 H -3.92 2.26 4.30  0.00
39 H -3.51 1.77 5.98  0.00
40 H -4.87 0.97 5.15  0.00
41 H 0.32 -6.23 1.58  0.00
42 H 2.57 -5.65 -0.04  0.00
43 C -0.17 -5.59 0.83  0.00
44 C 1.80 -5.04 -0.56  0.00
45 N 0.75 -4.58 0.34  0.00
46 H -1.03 -5.11 1.28  0.00
47 C 0.70 -3.34 0.86  -0.01
48 O -0.16 -2.93 1.65  0.00
49 H 2.29 -4.18 -1.03  0.00
50 H 1.52 -2.69 0.51  0.00
51 H -0.48 -6.22 -0.01  0.00
52 H 1.36 -5.68 -1.34  0.00
53 C 1.62 -0.72 2.84  0.00
54 S 1.35 0.82 1.98  0.04
55 C 3.03 1.02 1.37  0.01
56 H 0.69 -1.29 2.69  0.00
57 H 1.82 -0.54 3.91  0.00
58 H 2.47 -1.27 2.41  0.00
59 H 3.54 1.63 2.12  0.00
60 H 3.52 0.04 1.26  0.00
61 H 2.96 1.53 0.41  0.00


The following is a DFT calculation (ωB97M-V/def2-TZVPD) of a structure of composition C19H33Cl2N2O4SSn at a distorted geometry.

Values from the calculation:
Spin multiplicity = 1
Maximum force = 2.13 eV/A
E_LUMO (spin up / spin down) = 2.273 / 2.268 eV
Charge = -1
Relative energy (zero: lowest compared OMol25 entry of this formula, charge and spin) = 0.0 kJ/mol

Each line ends with the Mulliken charge.
Geometry (Å):
1 O 0.71 2.07 -2.00  -0.65
2 C 0.71 1.85 -3.25  -0.49
3 C 1.46 2.71 -4.12  0.87
4 C 2.10 3.85 -3.57  -0.61
5 H 1.98 4.04 -2.51  0.34
6 C 2.83 4.68 -4.40  -0.39
7 H 3.28 5.57 -3.97  0.35
8 C 2.97 4.37 -5.77  -0.48
9 H 3.58 5.02 -6.40  0.33
10 C 2.36 3.23 -6.31  -0.42
11 H 2.45 3.01 -7.37  0.34
12 C 1.61 2.39 -5.49  -0.57
13 H 1.11 1.49 -5.85  0.33
14 H 0.20 0.97 -3.68  0.34
15 C -2.41 1.51 -1.99  -1.44
16 C -1.77 0.40 -1.22  0.43
17 H -3.48 1.57 -1.76  0.48
18 H -2.30 1.36 -3.08  0.26
19 H -1.95 2.47 -1.76  0.29
20 C -2.41 -0.65 -0.71  -0.09
21 C -3.90 -0.84 -0.69  -1.41
22 H -1.87 -1.44 -0.18  0.20
23 H -4.38 -0.41 -1.58  0.40
24 H -4.37 -0.37 0.20  0.22
25 H -4.15 -1.90 -0.65  0.36
26 Sn 0.33 0.67 -0.49  1.23
27 Cl 0.19 2.66 0.88  -0.57
28 Cl 1.81 -0.71 -1.85  -0.55
29 C -1.84 0.67 2.75  0.06
30 O -1.12 -0.13 2.12  -0.31
31 N -2.44 0.39 3.92  0.20
32 C -2.22 -0.88 4.61  -0.88
33 C -3.40 1.30 4.52  -0.93
34 H -2.02 1.69 2.37  0.19
35 H -1.55 -1.51 4.03  0.14
36 H -3.18 -1.39 4.76  0.34
37 H -1.80 -0.68 5.61  0.32
38 H -3.52 2.16 3.86  0.27
39 H -3.04 1.64 5.51  0.32
40 H -4.36 0.79 4.67  0.30
41 H 0.10 -5.64 1.65  0.33
42 H 2.28 -5.91 0.20  0.32
43 C -0.24 -4.97 0.86  -0.94
44 C 1.83 -5.18 -0.48  -0.94
45 N 0.90 -4.33 0.23  0.19
46 H -0.90 -4.21 1.29  0.18
47 C 1.04 -2.99 0.24  0.21
48 O 0.23 -2.19 0.72  -0.44
49 H 2.61 -4.54 -0.91  0.26
50 H 1.99 -2.64 -0.22  0.18
51 H -0.79 -5.57 0.13  0.34
52 H 1.32 -5.72 -1.30  0.32
53 C 2.83 1.35 2.67  -1.13
54 S 2.20 -0.15 1.92  1.08
55 C 1.63 -1.10 3.33  -0.76
56 O 3.36 -0.89 1.35  -0.78
57 H 3.92 1.32 2.54  0.34
58 H 2.55 1.40 3.72  0.30
59 H 2.39 2.19 2.11  0.27
60 H 1.76 -0.53 4.25  0.42
61 H 0.57 -1.31 3.15  -0.24
62 H 2.21 -2.03 3.35  0.38


The following is a DFT calculation (ωB97M-V/def2-TZVPD) of a structure of composition C19H33Cl3O26S5 at a distorted geometry.

Values from the calculation:
Spin multiplicity = 1
Maximum force = 1.68 eV/A
E_LUMO = -0.603 eV
Relative energy (zero: lowest compared OMol25 entry of this formula, charge and spin) = 29.6 kJ/mol

Each line ends with the Mulliken charge.
Geometry (Å):
1 C 6.84 -18.22 10.65  0.93
2 Cl 8.05 -19.48 10.70  -0.10
3 Cl 6.66 -17.44 12.20  0.09
4 Cl 5.33 -18.97 10.09  -0.17
5 H 7.14 -17.49 9.90  -0.67
6 C 10.69 -13.78 6.40  -1.52
7 C 9.75 -14.04 7.55  0.45
8 C 8.36 -14.61 7.15  -0.49
9 O 8.24 -15.77 7.97  0.06
10 C 9.39 -16.03 8.61  0.34
11 O 9.51 -16.95 9.36  -0.47
12 O 10.32 -15.09 8.35  -0.39
13 H 10.96 -14.73 5.93  0.37
14 H 11.55 -13.17 6.65  0.36
15 H 10.24 -13.21 5.58  0.39
16 H 9.60 -13.14 8.14  0.25
17 H 8.31 -14.85 6.09  0.27
18 H 7.62 -13.88 7.46  0.33
19 C 7.06 -20.54 15.15  -1.33
20 C 5.88 -21.35 14.59  0.72
21 C 5.96 -21.52 13.06  0.36
22 O 5.98 -22.92 12.84  -0.39
23 C 5.91 -23.57 14.02  0.54
24 O 5.93 -24.74 14.16  -0.53
25 O 5.93 -22.69 15.06  -0.42
26 H 7.24 -20.78 16.19  0.39
27 H 6.90 -19.49 14.92  0.25
28 H 7.96 -20.86 14.61  0.35
29 H 4.97 -20.82 14.89  0.18
30 H 6.78 -20.98 12.59  -0.18
31 H 5.02 -21.14 12.66  0.07
32 C 6.52 -13.76 11.95  -0.09
33 C 5.15 -13.23 12.40  -0.35
34 O 4.23 -13.53 11.37  -0.38
35 S 4.84 -14.45 10.22  1.09
36 O 4.50 -13.98 8.94  -0.65
37 O 4.56 -15.83 10.47  -0.33
38 O 6.35 -14.11 10.56  -0.16
39 H 6.74 -14.72 12.43  -0.04
40 H 7.36 -13.10 12.09  0.43
41 H 5.23 -12.16 12.58  0.31
42 H 4.84 -13.70 13.33  0.25
43 C 9.74 -15.76 12.48  0.11
44 C 11.29 -15.76 12.43  -0.23
45 O 11.73 -16.32 13.67  -0.36
46 S 10.52 -16.96 14.48  0.98
47 O 10.66 -16.64 15.83  -0.54
48 O 10.32 -18.31 14.09  -0.48
49 O 9.39 -16.05 13.82  -0.27
50 H 9.42 -16.58 11.83  0.02
51 H 9.33 -14.82 12.12  0.20
52 H 11.68 -14.75 12.29  0.30
53 H 11.66 -16.35 11.60  0.24
54 C 9.45 -21.39 7.69  -0.20
55 C 8.70 -20.13 7.21  0.64
56 O 7.68 -20.59 6.31  -0.08
57 S 8.32 -21.88 5.60  1.04
58 O 9.44 -21.45 4.84  -0.58
59 O 7.34 -22.72 5.06  -0.57
60 O 8.81 -22.49 7.00  -0.40
61 H 9.32 -21.60 8.75  0.26
62 H 10.51 -21.44 7.43  0.29
63 H 9.33 -19.42 6.68  0.19
64 H 8.17 -19.58 7.98  -0.64
65 C 3.61 -18.33 7.19  -0.43
66 C 3.76 -16.86 6.95  -0.02
67 O 4.57 -16.80 5.75  -0.42
68 S 5.58 -18.03 5.73  1.01
69 O 6.83 -17.61 6.25  -0.27
70 O 5.52 -18.63 4.45  -0.60
71 O 4.86 -18.92 6.83  -0.22
72 H 2.81 -18.78 6.60  0.31
73 H 3.35 -18.53 8.23  0.27
74 H 4.38 -16.35 7.68  -0.01
75 H 2.79 -16.38 6.90  0.37
76 C 2.74 -16.46 13.49  -0.04
77 C 3.61 -17.71 13.52  0.24
78 O 2.74 -18.77 13.92  -0.30
79 S 1.19 -18.32 13.83  1.00
80 O 0.75 -18.05 15.14  -0.55
81 O 0.50 -19.18 12.97  -0.51
82 O 1.48 -16.96 13.07  -0.35
83 H 3.04 -15.74 12.72  0.00
84 H 2.78 -15.85 14.40  0.27
85 H 4.51 -17.66 14.13  0.39
86 H 3.92 -17.92 12.50  -0.21